The molecule C5H11NO2 in a non-equilibrium geometry, computed with the ωB97M-V functional and the def2-TZVPD basis.

- Frontier orbital gap: 10.056 eV
- SMILES string: C=C(CN)OCOC

Cartesian coordinates (Å):
H -2.8814 0.3567 0.6409
H -3.4643 -1.5968 -0.6762
H -1.8369 -2.1003 -0.7298
H 2.4584 -0.2457 1.3901
C -0.9980 0.5050 -0.0466
N -2.4961 -1.3102 -0.7075
C 2.7844 -0.8883 0.5414
C -2.1726 -0.4322 0.3592
H 2.3488 -1.8410 0.3906
O 0.2675 -0.1490 -0.2622
H -1.8739 -0.9103 1.2572
H 3.8903 -0.9697 0.5947
O 2.5349 -0.2324 -0.7746
C 1.4389 0.6291 -0.5934
C -1.0735 1.8281 -0.0512
H -0.1283 2.4359 -0.1536
H 1.7325 1.4479 0.0537
H 1.3679 1.0959 -1.6118
H -1.8986 2.3773 0.3791

Cartesian forces (eV/Å) of the 6 atoms listed first:
H -0.6560 -0.7964 -0.4138
H 0.1997 -0.3793 -0.0411
H -0.8214 0.4742 -0.0505
H -0.1873 -0.7539 -0.6186
C 1.7480 -0.8291 0.4108
N -0.2157 -0.6791 -0.6420



C13H23GaO4P as an isolated structure in a non-equilibrium geometry, computed with the ωB97M-V functional and the def2-TZVPD basis.

- Frontier orbital gap: 6.911 eV
- Total charge: +3

Cartesian coordinates (Å):
H -4.3369 -1.1936 0.1662
C 0.3587 -2.4308 1.4627
H 2.9932 1.2721 -2.1389
H 2.3862 2.0493 -0.6987
O -3.2779 2.2928 0.3279
H 0.3352 -2.4367 -0.7185
C 2.2609 -1.8576 -0.0342
C 0.7407 -1.8285 0.1281
H 3.0736 0.4184 -0.6185
C 1.0441 0.5738 -1.6099
H -1.0475 2.7997 0.0616
H 0.7104 3.0526 0.1704
H -0.7772 0.9479 1.8495
H -0.3048 3.2900 1.5821
C -2.6513 -1.0033 1.9048
C 0.0602 1.2186 1.1910
H -0.6023 1.3152 -2.8195
C -0.1717 2.6678 0.6876
C -2.1039 -2.6511 -0.3086
H 2.7119 -1.2362 0.7316
H 1.4891 0.1445 2.4032
H 0.7976 -3.4250 1.5089
O -2.2690 -0.2728 -3.1465
H 0.9966 1.8521 -3.2976
H 2.2232 1.3875 1.3662
H -4.2801 -1.0761 -0.6465
H 1.2858 1.8447 2.7809
H 2.5857 -1.6020 -1.0175
C 0.3577 1.6445 -2.4478
O -2.6892 -1.1554 3.0380
C -2.3769 -0.4388 -2.0169
Ga -2.5175 -0.7188 -0.0620
H 0.2320 2.5750 -1.8919
H 1.1617 -0.3209 -2.2464
C -3.0265 1.1845 0.1865
C 1.3480 1.1229 1.9727
H 2.5726 -2.8793 0.1512
H 0.8007 -1.8423 2.2826
P -0.0312 -0.0984 -0.2246
H -0.7096 -2.5307 1.6561
O -1.8015 -3.7474 -0.4481
C 2.4491 1.0921 -1.2174

Cartesian forces (eV/Å) of the 6 atoms listed first:
H -0.8338 0.0375 -1.8865
C 0.4292 0.4436 0.4099
H -0.0658 -0.0253 -0.2986
H -0.0227 -0.0557 -0.0967
O 0.8774 -4.3377 -0.5468
H 0.1671 0.3972 0.4333



Calculated molecular weight, 117.15 344.02 g/mol (same order as the records).
Calculated lowest unoccupied orbital energy, 0.953 -13.553 eV (same order as the records).
Calculated HOMO, -0.33456 -0.75205 Ha (same order as the records).